{
  "formula": "C42H55As3F3N5S2Sc",
  "method": "the ωB97M-V functional and the def2-TZVPD basis",
  "gap_ev": 7.707,
  "largest_force_ev_per_a": 1.552,
  "total_charge": 1,
  "symbols": ["Sc", "C", "As", "C", "C", "C", "C", "C", "As", "C", "C", "C", "As", "C", "C", "H", "H", "H", "H", "H", "H", "H", "H", "H", "H", "H", "H", "H", "H", "H", "H", "H", "H", "H", "H", "H", "H", "H", "H", "H", "H", "H", "N", "C", "C", "C", "C", "C", "C", "C", "C", "C", "C", "C", "C", "C", "H", "H", "H", "H", "H", "H", "H", "H", "H", "H", "F", "C", "F", "F", "C", "C", "C", "C", "C", "C", "C", "C", "H", "H", "H", "H", "S", "C", "N", "C", "C", "N", "H", "H", "H", "H", "H", "H", "C", "C", "C", "C", "N", "C", "S", "N", "C", "H", "H", "H", "H", "H", "H", "H", "H"],
  "coordinates": [[-0.042, 0.659, -0.769], [-2.768, 3.427, 0.063], [-2.277, 2.239, -1.413], [-2.012, 3.581, -2.829], [-4.166, 1.737, -1.830], [-4.403, 0.355, -2.461], [-3.616, 0.256, -3.762], [-3.990, -0.762, -1.492], [-2.109, -1.398, -1.341], [-2.605, -2.683, 0.053], [-2.056, -2.760, -2.791], [-5.924, 0.247, -2.691], [-6.929, -1.087, -3.821], [-6.461, -0.413, -5.619], [-5.831, -2.738, -3.902], [-3.394, 4.251, -0.292], [-1.869, 3.822, 0.534], [-3.319, 2.849, 0.807], [-2.779, 4.360, -2.792], [-2.040, 3.102, -3.809], [-1.030, 4.039, -2.701], [-4.574, 2.515, -2.486], [-4.714, 1.789, -0.881], [-2.543, 0.406, -3.560], [-3.953, 1.014, -4.467], [-3.752, -0.726, -4.210], [-4.583, -1.657, -1.717], [-4.251, -0.455, -0.469], [-3.500, -3.228, -0.257], [-2.814, -2.146, 0.976], [-1.798, -3.390, 0.238], [-3.016, -3.271, -2.880], [-1.303, -3.499, -2.511], [-1.776, -2.327, -3.752], [-6.279, 1.195, -3.111], [-6.394, 0.172, -1.703], [-6.587, 0.668, -5.651], [-7.145, -0.846, -6.348], [-5.445, -0.665, -5.916], [-5.839, -3.261, -2.947], [-4.806, -2.561, -4.215], [-6.302, -3.390, -4.637], [0.485, 2.489, -0.076], [1.236, 3.173, 0.671], [1.774, 2.687, 1.983], [1.936, 1.324, 2.227], [2.442, 0.879, 3.434], [2.780, 1.786, 4.426], [2.602, 3.143, 4.205], [2.090, 3.588, 2.999], [1.621, 4.562, 0.273], [0.710, 5.362, -0.409], [1.064, 6.620, -0.855], [2.346, 7.097, -0.640], [3.268, 6.305, 0.025], [2.909, 5.051, 0.486], [1.694, 0.600, 1.444], [2.590, -0.178, 3.595], [3.184, 1.438, 5.363], [2.880, 3.857, 4.966], [1.930, 4.644, 2.838], [-0.289, 4.981, -0.584], [0.343, 7.233, -1.377], [2.630, 8.075, -0.999], [4.274, 6.666, 0.181], [3.639, 4.447, 1.006], [7.325, 1.194, 3.881], [6.535, 0.122, 3.744], [7.318, -0.956, 3.905], [5.703, 0.133, 4.818], [5.756, 0.094, 2.463], [5.415, 1.281, 1.824], [4.600, 1.242, 0.711], [4.109, 0.021, 0.238], [4.515, -1.170, 0.847], [5.324, -1.131, 1.964], [3.024, 0.011, -0.676], [1.948, -0.018, -1.256], [5.776, 2.225, 2.205], [4.300, 2.156, 0.221], [4.148, -2.114, 0.470], [5.615, -2.045, 2.460], [-1.562, 0.412, 1.479], [-1.006, 0.368, 3.050], [-1.102, 1.373, 3.926], [-0.630, 0.999, 5.245], [-0.256, -0.487, 5.063], [-0.496, -0.708, 3.650], [-1.366, 2.309, 3.672], [-1.425, 1.138, 5.982], [0.233, 1.605, 5.533], [-0.892, -1.146, 5.661], [0.788, -0.683, 5.318], [-0.303, -1.570, 3.170], [1.403, -6.618, -2.960], [1.769, -6.007, -1.654], [2.530, -6.620, -0.697], [2.819, -5.899, 0.489], [2.323, -4.707, 0.710], [1.525, -4.123, -0.184], [0.753, -2.691, 0.146], [1.303, -4.762, -1.394], [3.696, -6.475, 1.540], [1.777, -7.635, -3.032], [1.819, -6.035, -3.782], [0.320, -6.633, -3.079], [2.909, -7.618, -0.840], [0.750, -4.272, -2.090], [3.943, -7.511, 1.332], [3.209, -6.396, 2.510], [4.613, -5.891, 1.600]]
}